The following is a quantum chemistry calculation of 5 unconnected molecules or ions with the total composition C44H64F6I2N5O18S2, from OMol25.

Its charge is +1. The orbital gap comes out at 5.968 eV. The value obtained for the largest force on an atom is 9.9 eV/Å.

Geometry (Å):
C (3.490, 5.116, -9.603)
C (2.531, 3.766, -9.429)
O (1.294, 3.878, -9.989)
O (2.992, 2.581, -8.689)
C (2.229, 1.371, -9.043)
C (0.957, 1.093, -7.993)
C (1.569, 1.281, -6.458)
C (0.482, 0.882, -5.281)
C (0.833, 1.783, -3.942)
N (0.775, 0.848, -2.746)
C (-0.571, 0.870, -2.055)
C (-1.963, 1.683, -2.353)
C (-3.290, 0.716, -2.553)
C (-4.338, 1.564, -3.521)
S (-5.930, 0.514, -3.585)
C (-5.419, -0.921, -4.737)
S (-6.076, -2.459, -4.428)
N (-4.479, -0.554, -5.867)
C (-3.245, -1.429, -5.910)
C (-2.460, -1.427, -7.360)
O (-3.348, -1.440, -8.535)
C (-4.200, -0.244, -8.376)
C (-5.263, -0.580, -7.164)
N (-0.320, -0.107, -0.928)
C (1.125, -0.605, -1.034)
N (1.705, -1.474, -0.160)
C (0.786, -1.996, 0.966)
C (0.479, -0.879, 2.126)
C (-1.186, -0.815, 2.275)
I (-1.820, -2.626, 3.414)
C (3.115, -1.996, -0.140)
O (3.389, -3.230, -0.627)
C (4.436, -1.176, 0.472)
F (4.017, 0.275, 0.466)
F (5.549, -1.457, -0.467)
C (4.740, -1.547, 2.040)
F (3.719, -2.590, 2.423)
F (4.508, -0.337, 2.916)
C (6.242, -2.133, 2.339)
F (7.356, -1.291, 1.846)
F (6.281, -3.547, 1.900)
C (6.411, -2.173, 4.003)
O (5.475, -2.626, 4.842)
O (7.681, -1.630, 4.568)
N (1.785, 0.006, -2.231)
C (3.131, -0.101, -2.886)
C (4.118, 1.210, -2.562)
C (4.721, 1.890, -3.966)
I (4.767, 4.117, -3.817)
H (4.644, 4.843, -9.481)
H (3.213, 5.945, -8.820)
H (3.372, 5.606, -10.685)
H (2.985, 0.457, -8.908)
H (1.884, 1.342, -10.176)
H (0.578, -0.012, -8.162)
H (0.079, 1.845, -8.218)
H (1.961, 2.369, -6.260)
H (2.464, 0.526, -6.357)
H (-0.622, 1.134, -5.575)
H (0.530, -0.273, -4.996)
H (0.155, 2.738, -3.834)
H (1.948, 2.193, -4.044)
H (-2.182, 2.344, -1.394)
H (-1.929, 2.394, -3.282)
H (-3.826, 0.487, -1.537)
H (-2.892, -0.271, -3.078)
H (-3.848, 1.680, -4.584)
H (-4.580, 2.635, -3.117)
H (-2.467, -0.988, -5.122)
H (-3.427, -2.549, -5.586)
H (-1.816, -2.408, -7.403)
H (-1.719, -0.519, -7.457)
H (-4.853, 0.005, -9.338)
H (-3.544, 0.701, -8.069)
H (-5.848, -1.586, -7.289)
H (-6.071, 0.279, -7.115)
H (-0.205, -2.408, 0.442)
H (1.299, -2.957, 1.435)
H (0.893, 0.178, 1.808)
H (0.928, -1.240, 3.153)
H (-1.669, -0.963, 1.202)
H (-1.526, 0.187, 2.800)
H (8.468, -2.161, 4.195)
H (3.712, -1.102, -2.711)
H (2.944, -0.039, -4.064)
H (3.597, 2.010, -1.881)
H (5.053, 0.803, -1.975)
H (5.778, 1.471, -4.257)
H (4.003, 1.678, -4.891)
C (-6.068, 8.194, -2.699)
C (-6.212, 6.866, -3.413)
C (-6.751, 5.766, -2.549)
O (-6.241, 4.607, -3.186)
C (-5.083, 4.990, -3.804)
O (-4.275, 4.220, -4.298)
O (-4.947, 6.351, -3.792)
H (-5.575, 8.074, -1.727)
H (-5.446, 8.879, -3.283)
H (-7.045, 8.658, -2.534)
H (-6.807, 6.994, -4.326)
H (-7.845, 5.746, -2.526)
H (-6.372, 5.789, -1.521)
C (5.101, -3.607, 7.429)
C (4.324, -3.670, 8.728)
C (4.818, -4.716, 9.681)
O (3.661, -4.987, 10.455)
C (2.591, -4.718, 9.647)
O (1.435, -5.009, 9.912)
O (2.987, -4.083, 8.503)
H (5.245, -4.605, 7.000)
H (4.555, -3.021, 6.683)
H (6.084, -3.153, 7.583)
H (4.292, -2.678, 9.194)
H (5.633, -4.356, 10.316)
H (5.129, -5.645, 9.191)
C (2.341, -0.179, 7.006)
C (1.065, -0.056, 7.813)
C (0.545, -1.363, 8.333)
O (-0.839, -1.097, 8.484)
C (-1.144, -0.133, 7.563)
O (-2.279, 0.215, 7.278)
O (-0.011, 0.387, 7.003)
H (2.270, -0.986, 6.267)
H (2.531, 0.742, 6.448)
H (3.196, -0.382, 7.656)
H (1.199, 0.676, 8.618)
H (0.993, -1.643, 9.291)
H (0.661, -2.193, 7.628)
C (-3.346, -2.764, 8.051)
C (-4.123, -2.828, 9.350)
C (-3.629, -3.874, 10.304)
O (-4.786, -4.145, 11.078)
C (-5.856, -3.876, 10.270)
O (-7.012, -4.166, 10.535)
O (-5.461, -3.241, 9.126)
H (-3.203, -3.763, 7.622)
H (-3.893, -2.178, 7.306)
H (-2.363, -2.311, 8.206)
H (-4.155, -1.836, 9.817)
H (-2.814, -3.514, 10.939)
H (-3.318, -4.803, 9.814)

Atomic forces in eV per Å
1.1 -0.6 0.0
-5.4 1.3 -2.5
7.8 -1.6 3.8
-1.8 2.4 -2.9
-0.8 -2.1 0.1
1.0 0.6 -0.1
-0.8 -0.8 -0.2
0.2 0.6 0.1
2.2 -0.5 -1.4
-4.9 2.7 0.3
6.0 -4.3 2.2
-0.2 0.2 0.9
0.5 0.3 -0.5
1.1 -0.9 0.1
1.9 -0.7 -1.7
0.0 -0.5 0.4
1.3 3.0 -0.7
-1.0 -1.3 0.8
1.3 -0.6 0.3
0.4 -0.4 0.2
0.2 2.0 1.8
-1.5 0.0 0.7
-0.3 1.0 -0.7
3.1 1.2 -3.0
-2.0 3.4 -3.2
0.7 -0.3 0.8
-0.5 -1.5 0.7
-1.1 -0.4 -0.2
1.0 0.6 -1.0
0.3 1.2 -0.6
1.5 -6.6 -3.2
-2.0 8.5 3.5
-1.3 1.7 -1.5
1.7 -4.1 -0.4
-3.4 1.3 3.4
-1.4 0.2 1.3
3.3 3.5 -1.2
0.8 -4.2 -3.0
1.0 -0.9 1.6
-3.8 -2.9 0.8
0.2 4.6 0.7
-2.3 -1.7 5.4
6.3 3.4 -6.7
-2.3 -2.7 -2.4
-3.5 -0.9 3.0
1.2 1.3 -2.0
1.0 -0.3 0.0
-0.8 -1.3 -0.4
0.1 -1.5 -0.1
-2.6 0.5 -0.1
0.4 -1.9 -1.4
-0.1 -1.5 2.5
-1.5 2.2 -0.2
0.6 0.5 2.5
0.8 2.2 0.4
1.8 -1.5 0.6
-0.8 -2.1 -0.6
-1.5 1.5 -0.2
2.1 -0.5 0.3
-0.1 2.5 -0.7
1.2 -2.3 0.2
-2.4 -0.9 0.3
0.8 -1.3 -2.0
0.5 -1.5 1.8
1.3 0.3 -2.0
-1.3 2.0 1.1
-1.2 -0.3 2.1
0.4 -2.6 -0.6
-1.6 -0.9 -1.6
0.0 2.2 -0.8
-1.3 1.9 0.0
-1.5 -1.5 0.3
1.8 -0.9 1.9
-1.4 -1.9 -0.7
1.3 1.7 -0.1
1.6 -1.6 0.0
2.2 1.2 1.1
-0.9 2.2 -1.1
-0.8 -2.1 0.7
-0.8 0.9 -2.2
1.0 0.6 2.5
0.6 -2.4 -1.0
-1.7 1.2 0.4
-1.7 1.8 0.1
0.2 -0.4 2.6
0.8 -1.6 -1.5
-1.9 0.9 -1.0
-2.1 1.1 0.8
1.5 0.5 2.1
0.4 0.2 0.1
-0.5 1.4 0.5
-0.9 0.1 0.4
1.2 -0.2 -0.7
1.3 -0.8 -0.9
-1.5 2.0 0.9
0.3 -1.6 -0.2
-0.1 -0.1 -0.2
-0.2 -0.1 0.0
0.1 -0.1 -0.1
0.0 -0.1 0.1
0.2 -0.2 -0.1
0.0 0.2 -0.1
-0.4 0.0 -0.1
1.2 0.3 -0.9
0.8 0.0 0.4
-1.0 0.1 -0.4
-2.5 -0.8 0.7
2.7 0.8 -0.7
-0.7 -0.5 0.8
-0.1 0.1 0.2
0.2 -0.1 0.5
-0.2 0.0 0.0
0.1 -0.1 0.1
-0.2 -0.1 0.0
0.0 0.2 -0.1
0.0 0.1 -0.4
1.4 0.0 -0.2
0.6 -0.6 0.6
-0.2 1.0 -0.5
-2.5 0.9 -0.7
2.7 -0.8 0.7
-1.1 -0.3 0.2
-0.1 0.0 0.2
0.0 0.0 0.2
-0.1 0.0 0.0
0.0 -0.1 0.0
-0.3 0.0 -0.1
0.1 0.1 0.0
-0.1 -0.2 -0.4
1.1 0.4 -1.0
0.8 0.0 0.4
-1.0 0.1 -0.3
-2.6 -0.6 0.5
2.7 0.7 -0.6
-0.7 -0.6 0.9
-0.1 0.0 0.2
0.1 0.1 0.2
-0.6 -0.3 0.0
0.1 -0.1 0.1
-0.2 -0.1 0.0
0.0 0.2 -0.1